DFT (the ωB97M-V functional and the def2-TZVPD basis) results for a 8-piece molecular cluster, C37H96N8O8 overall at a distorted geometry.

lowest unoccupied orbital energy	0.26	eV
relative energy (zero: lowest compared OMol25 entry of this formula, charge and spin)	87.98	kcal per mole
charge	0
M	781.22	g mol⁻¹
gap between HOMO and LUMO	8.406	eV
SMILES	CC1(C)CCCC(C)(C)N1O.COC[C@H](C)N.COC[C@H](C)N.COC[C@H](C)N.COC[C@H](C)N.COC[C@H](C)N.COC[C@H](C)N.COC[C@H](C)N

Structure (XYZ):
```
149
Properties=species:S:1:pos:R:3:forces:R:3:mulliken_charge:R:1
C -4.850 5.002 4.035 -0.9 -0.4 0.1 -1.85
C -3.449 4.474 4.317 2.6 0.4 1.0 1.81
C -2.576 4.422 3.097 -0.3 0.4 -1.8 -2.09
C -2.628 5.490 5.258 -2.6 0.4 -0.8 -1.24
C -2.927 5.406 6.710 -0.3 -1.8 0.3 -0.74
C -2.622 3.950 7.129 0.3 0.2 -0.4 -1.12
C -3.284 2.726 6.303 -0.7 2.4 -0.6 1.34
C -2.466 1.477 6.492 1.1 -0.6 0.8 -1.82
C -4.722 2.575 6.827 0.3 -0.3 0.0 -1.63
N -3.268 3.105 4.842 0.4 -0.8 1.7 0.44
O -3.916 2.065 4.095 -0.6 0.9 0.2 -0.52
H -5.416 4.264 3.467 -0.1 -0.4 0.4 0.41
H -5.379 5.283 4.946 -0.1 -0.5 0.2 0.33
H -5.024 5.884 3.418 1.2 0.3 -0.2 0.44
H -2.279 5.422 2.781 -0.2 0.1 -0.2 0.44
H -1.660 3.847 3.230 -0.2 0.0 0.3 0.42
H -3.164 3.968 2.299 0.2 -0.1 -0.4 0.42
H -1.557 5.574 5.076 -0.2 -0.3 -0.3 0.42
H -3.175 6.408 5.042 0.9 0.6 -0.9 0.40
H -2.248 6.106 7.197 -0.1 -0.1 0.5 0.37
H -3.955 5.698 6.923 -0.1 0.0 0.1 0.36
H -2.813 3.900 8.201 0.0 -0.7 0.0 0.47
H -1.546 3.957 6.950 0.3 -0.8 0.3 0.37
H -2.639 0.550 5.945 -1.1 0.3 -0.2 0.38
H -2.532 1.222 7.550 0.1 -0.2 0.1 0.38
H -1.402 1.589 6.282 0.1 0.7 0.1 0.39
H -4.722 2.424 7.907 0.0 0.0 0.1 0.40
H -5.207 1.706 6.384 -0.1 0.2 -0.2 0.38
H -5.269 3.492 6.609 -0.2 -0.1 0.0 0.32
H -3.217 1.565 3.667 0.3 0.1 0.0 0.33
C -0.225 -2.075 -9.823 0.8 -1.2 0.2 -0.74
O -1.431 -1.587 -10.227 -3.3 1.8 0.7 -0.32
C -2.233 -0.931 -9.160 -0.3 -0.1 -0.5 -0.89
C -3.740 -0.652 -9.559 0.6 2.0 0.4 0.41
C -3.781 0.421 -10.740 1.3 -1.2 0.4 -1.18
N -4.447 -0.072 -8.356 0.9 -1.4 -0.4 -0.58
H -0.366 -2.956 -9.198 0.1 0.2 0.9 0.31
H 0.400 -1.301 -9.378 0.3 -0.2 0.2 0.29
H 0.256 -2.558 -10.674 0.2 0.6 -0.4 0.26
H -2.232 -1.455 -8.205 0.0 -1.0 -0.2 0.45
H -1.788 0.012 -8.840 0.3 0.5 -0.6 0.36
H -4.185 -1.628 -9.758 -0.2 0.2 -0.4 0.26
H -4.578 1.163 -10.713 -0.4 -0.6 0.0 0.40
H -3.618 -0.058 -11.706 -0.7 0.0 -0.2 0.29
H -2.867 1.012 -10.673 0.1 0.2 0.4 0.28
H -3.887 0.475 -7.718 -0.1 0.2 -0.3 0.18
H -5.372 0.298 -8.527 0.4 0.1 -0.1 0.21
C -2.678 -11.734 3.011 0.4 0.0 0.2 -0.78
O -3.296 -10.696 3.813 0.3 -0.9 -1.1 -0.34
C -2.401 -9.578 3.928 -1.1 -0.1 1.7 -0.47
C -3.209 -8.385 4.479 -2.4 1.7 -2.4 0.54
C -4.164 -7.903 3.410 -1.3 -0.4 -1.2 -1.60
N -2.439 -7.192 4.794 1.9 -1.3 0.9 -0.77
H -3.214 -12.657 2.787 -1.1 0.3 1.0 0.30
H -1.777 -12.084 3.514 0.3 0.2 -0.1 0.31
H -2.460 -11.458 1.979 0.4 0.9 0.1 0.30
H -1.714 -9.779 4.749 0.9 -0.4 -0.4 0.29
H -1.945 -9.411 2.952 0.2 0.5 0.2 0.33
H -3.922 -8.559 5.284 0.6 -1.3 0.5 0.25
H -3.703 -7.296 2.631 0.3 -0.1 0.1 0.37
H -5.006 -7.330 3.798 0.2 0.3 0.4 0.38
H -4.673 -8.735 2.923 0.1 -0.2 -0.1 0.36
H -2.989 -6.407 5.114 -0.5 -0.2 -0.2 0.27
H -1.982 -7.545 5.623 0.9 0.9 0.5 0.24
C 1.425 0.747 -3.145 -0.6 -1.0 1.2 -0.72
O 1.232 -0.617 -2.607 0.3 0.9 -0.3 -0.35
C 0.564 -0.565 -1.347 -1.0 1.0 -0.6 -0.70
C 0.196 -1.883 -0.673 -0.2 -1.0 -3.7 0.42
C -0.891 -2.641 -1.540 1.5 0.9 0.0 -1.31
N -0.282 -1.573 0.592 -0.6 0.6 1.9 -0.62
H 2.038 0.776 -4.046 0.2 -0.5 0.4 0.25
H 1.818 1.342 -2.322 0.5 0.2 -0.2 0.30
H 0.487 1.234 -3.411 -0.4 -0.3 0.0 0.30
H 1.035 0.122 -0.644 0.9 -0.1 0.2 0.35
H -0.382 -0.043 -1.492 -0.5 0.0 -0.2 0.35
H 1.066 -2.537 -0.728 0.4 -0.2 0.3 0.24
H -0.466 -2.728 -2.540 0.2 -0.4 0.0 0.31
H -1.784 -2.046 -1.732 -0.3 -0.1 0.7 0.32
H -1.042 -3.631 -1.111 -0.4 0.1 -0.1 0.37
H 0.411 -1.018 1.074 -0.1 -0.1 0.5 0.21
H -0.516 -2.386 1.144 0.0 0.0 0.0 0.26
C -8.223 -3.127 -1.142 -1.1 0.6 0.1 -0.72
O -9.404 -3.673 -1.803 2.8 -0.6 -0.5 -0.33
C -9.079 -4.910 -2.516 -2.2 -0.1 -0.5 -0.74
C -9.728 -4.965 -3.992 0.6 1.1 1.7 0.46
C -9.888 -6.395 -4.379 -1.3 -1.1 -0.5 -1.45
N -9.020 -4.209 -5.002 -0.4 -0.5 -0.1 -0.59
H -7.447 -2.751 -1.808 -0.3 0.1 -0.5 0.31
H -7.664 -3.749 -0.443 -0.5 -0.8 0.0 0.30
H -8.632 -2.311 -0.546 0.2 0.2 -0.1 0.26
H -8.037 -5.230 -2.518 0.3 0.6 0.0 0.38
H -9.632 -5.653 -1.942 0.1 -0.4 0.0 0.29
H -10.681 -4.443 -3.902 -0.3 -0.4 0.3 0.23
H -8.964 -6.904 -4.653 0.1 0.0 0.4 0.35
H -10.583 -6.601 -5.193 0.3 0.8 -0.8 0.39
H -10.485 -6.951 -3.655 0.8 -0.1 0.8 0.39
H -8.287 -4.790 -5.383 0.5 0.6 0.0 0.23
H -8.753 -3.312 -4.622 0.5 -0.1 -0.3 0.24
C 8.388 9.922 -2.294 0.5 0.8 -1.5 -0.77
O 8.298 9.992 -3.787 1.5 1.4 3.3 -0.32
C 7.155 9.412 -4.229 -0.9 -0.4 -1.9 -0.79
C 7.291 9.132 -5.768 -0.2 -2.1 2.4 0.39
C 6.128 8.196 -6.180 -0.9 1.2 -0.2 -1.39
N 8.598 8.472 -5.937 -0.3 0.2 -1.5 -0.70
H 7.476 10.158 -1.746 -0.6 -0.6 -0.5 0.32
H 9.019 10.730 -1.923 0.5 -0.1 -0.6 0.28
H 8.829 8.963 -2.022 -0.3 0.0 0.1 0.30
H 7.029 8.476 -3.684 -0.5 -0.4 -0.2 0.39
H 6.287 10.060 -4.103 -0.4 0.0 0.4 0.32
H 7.255 10.058 -6.341 0.1 -0.1 0.0 0.33
H 6.199 7.878 -7.220 0.0 0.1 0.0 0.38
H 5.214 8.779 -6.068 -0.3 0.3 -0.5 0.37
H 5.833 7.336 -5.580 1.1 -0.2 0.4 0.35
H 8.559 7.523 -5.593 -0.2 -0.2 0.9 0.25
H 8.523 8.239 -6.916 0.8 0.1 -0.8 0.27
C 6.264 2.123 6.377 0.5 0.7 0.7 -0.74
O 4.911 2.225 6.054 -0.9 -0.2 -0.2 -0.35
C 4.504 2.249 4.703 1.0 1.0 -1.2 -0.64
C 5.270 3.401 3.854 -2.0 1.4 1.4 0.43
C 4.871 4.805 4.420 1.1 -0.5 0.2 -1.34
N 4.797 3.457 2.481 0.0 -2.2 -0.7 -0.73
H 6.904 1.483 5.769 -0.3 -0.3 -0.3 0.31
H 6.310 1.809 7.419 -0.1 -0.4 -0.1 0.27
H 6.718 3.114 6.407 0.2 0.2 -0.3 0.27
H 4.668 1.280 4.232 0.5 -0.3 -0.2 0.33
H 3.419 2.343 4.682 0.1 0.6 0.2 0.34
H 6.331 3.192 3.992 0.2 0.2 -0.1 0.32
H 3.931 5.171 4.008 -0.3 -0.6 0.3 0.40
H 5.571 5.576 4.095 0.4 -0.1 0.0 0.33
H 4.900 4.776 5.509 -0.3 0.2 0.0 0.31
H 5.342 3.940 1.781 0.5 1.0 0.6 0.26
H 4.986 2.521 2.150 -0.6 -0.7 -0.5 0.23
C 8.962 -3.740 3.150 -0.7 -1.0 -0.3 -0.72
O 7.730 -3.630 2.419 1.5 -0.1 -1.2 -0.32
C 7.837 -2.636 1.342 -1.9 0.5 1.5 -0.81
C 6.741 -2.843 0.249 0.2 -0.8 0.8 0.53
C 6.998 -4.110 -0.548 1.0 -1.0 -0.5 -1.39
N 6.633 -1.667 -0.612 0.1 -0.2 0.8 -0.70
H 8.764 -4.536 3.867 0.2 0.1 0.1 0.26
H 9.313 -2.858 3.686 -0.4 0.4 -0.1 0.28
H 9.764 -4.079 2.495 0.1 0.0 -0.1 0.31
H 7.574 -1.799 1.989 0.0 1.0 -1.0 0.33
H 8.814 -2.420 0.909 0.4 -0.7 0.1 0.36
H 5.802 -3.000 0.780 -0.1 0.3 0.2 0.30
H 7.772 -3.952 -1.299 0.4 0.3 0.0 0.33
H 6.222 -4.567 -1.163 -0.7 0.5 0.4 0.35
H 7.382 -4.929 0.059 -0.1 0.0 0.3 0.32
H 5.727 -1.721 -1.054 0.1 0.2 -0.4 0.28
H 7.362 -1.791 -1.299 -0.1 0.4 -0.5 0.29
```
Forces are in eV/Å.

DFT (the ωB97M-V functional and the def2-TZVPD basis) results for a 11-piece molecular cluster, C38H100O32P6 overall at a distorted geometry.

lowest unoccupied orbital energy	-0.14	eV
charge	0
M	1255.03	g mol⁻¹
gap between HOMO and LUMO	9.502	eV
SMILES	COP(=O)(OC)OC.COP(=O)(OC)OC.COP(=O)(OC)OC.COP(=O)(OC)OC.COP(=O)(OC)OC.COP(=O)(OC)OC.C1CCOC1.C1CCOC1.COCCOC.COCCOC.COCCOC

Structure (XYZ):
```
176
Properties=species:S:1:pos:R:3:forces:R:3:mulliken_charge:R:1
C -0.214 -4.359 -4.832 -0.1 -1.6 0.9 -0.68
O -0.467 -3.010 -4.997 0.0 3.1 -1.9 -0.15
P -0.201 -2.315 -6.435 1.2 1.0 -0.9 0.86
O 0.227 -3.233 -7.544 -0.9 1.6 1.9 -0.68
O -1.525 -1.418 -6.788 0.8 -1.2 0.6 -0.36
C -2.475 -0.914 -5.845 -0.1 0.7 1.1 -0.53
O 0.928 -1.124 -6.058 -1.3 -2.3 0.0 -0.16
C 1.661 -0.441 -7.092 -0.9 0.3 -0.1 -0.66
H 0.011 -4.461 -3.770 0.2 -0.3 0.0 0.19
H 0.610 -4.735 -5.438 -0.2 0.0 -0.1 0.33
H -1.150 -4.890 -5.009 0.2 -0.4 -0.2 0.31
H -2.414 0.166 -5.710 0.3 0.2 -0.8 0.26
H -2.316 -1.224 -4.813 0.2 -0.8 -0.2 0.24
H -3.511 -1.127 -6.111 0.3 -0.4 -0.4 0.26
H 2.721 -0.687 -7.151 -0.1 -0.3 0.4 0.23
H 1.521 0.606 -6.822 0.3 0.1 -0.4 0.25
H 1.214 -0.636 -8.067 0.0 0.1 0.0 0.30
C -4.592 2.395 8.037 -1.0 -0.3 0.3 -0.72
O -3.569 1.745 7.305 0.8 -1.6 -0.9 -0.18
P -3.801 0.216 6.800 -1.0 0.0 0.0 0.91
O -4.546 -0.692 7.717 1.2 1.2 -1.1 -0.70
O -2.361 -0.321 6.351 -1.3 0.6 2.0 -0.29
C -1.673 0.289 5.294 0.3 -0.1 -1.5 -0.74
O -4.549 0.481 5.372 0.5 0.0 1.1 -0.18
C -4.748 -0.602 4.478 0.1 -0.6 -0.7 -0.72
H -4.266 2.608 9.055 0.1 -0.1 -0.1 0.25
H -5.439 1.709 8.070 -0.3 0.3 0.3 0.33
H -4.903 3.318 7.546 0.2 -0.1 -0.1 0.25
H -1.692 -0.505 4.547 0.7 0.3 -0.5 0.31
H -0.658 0.586 5.559 -0.1 -0.3 0.2 0.29
H -2.165 1.160 4.862 -0.2 0.0 0.2 0.34
H -4.263 -0.400 3.523 -0.1 0.5 -0.1 0.22
H -5.808 -0.773 4.288 0.0 0.2 0.2 0.29
H -4.299 -1.550 4.776 -0.1 0.0 0.6 0.34
C 0.539 4.176 1.139 0.9 -0.8 -0.6 -0.81
O -0.314 4.605 2.169 -0.1 1.5 1.4 -0.16
P 0.294 5.720 3.207 -0.9 -0.9 0.3 1.09
O -0.640 6.067 4.311 1.1 -0.4 -1.5 -0.71
O 0.728 6.925 2.232 -0.2 -0.6 0.7 -0.31
C -0.264 7.724 1.560 -0.2 0.2 -0.9 -0.73
O 1.682 5.007 3.673 -1.4 1.5 -1.9 -0.31
C 1.878 4.692 5.015 1.0 -0.3 1.7 -0.72
H 1.512 4.666 1.172 0.0 0.1 -0.1 0.34
H 0.109 4.330 0.149 -0.3 0.2 0.1 0.25
H 0.721 3.109 1.259 0.0 -0.1 0.0 0.32
H -1.226 7.865 2.053 0.4 0.0 0.8 0.34
H -0.565 7.322 0.593 0.4 -0.7 -0.1 0.27
H 0.207 8.671 1.297 0.0 0.0 0.5 0.26
H 2.419 3.747 5.066 -0.5 -0.3 -0.1 0.26
H 0.964 4.689 5.608 0.0 -0.2 -0.2 0.35
H 2.585 5.376 5.484 -0.2 0.5 -0.1 0.27
C 2.559 -11.473 4.992 0.1 0.2 0.8 -0.62
O 3.325 -10.692 4.066 1.3 0.1 -0.5 -0.25
P 4.922 -10.461 4.354 0.2 0.9 -0.7 0.99
O 5.187 -9.719 5.604 -0.1 -0.8 -1.0 -0.67
O 5.591 -11.945 4.315 -0.7 1.6 0.2 -0.31
C 5.261 -12.889 3.324 -0.3 -1.1 -1.4 -0.74
O 5.517 -9.708 2.981 -1.0 -2.9 1.9 -0.30
C 5.379 -8.336 2.657 -0.5 0.1 1.1 -0.64
H 1.519 -11.555 4.678 0.3 0.0 -0.6 0.25
H 2.510 -10.981 5.964 0.3 0.1 0.0 0.29
H 3.013 -12.452 5.141 -0.1 -0.1 -0.2 0.27
H 6.148 -13.306 2.847 0.3 0.5 0.1 0.30
H 4.603 -12.524 2.535 0.1 0.5 0.0 0.33
H 4.750 -13.787 3.670 -0.1 0.2 0.9 0.31
H 4.818 -7.844 3.451 -0.1 0.2 -0.1 0.31
H 4.808 -8.274 1.731 0.4 0.2 -0.1 0.24
H 6.382 -7.910 2.668 -0.2 0.1 -0.5 0.25
C 4.404 2.661 -2.447 0.6 0.3 0.2 -0.64
O 4.539 4.117 -2.346 -0.2 -0.1 -0.3 -0.09
P 5.981 4.767 -2.405 1.7 0.1 -1.8 0.89
O 7.039 3.776 -2.730 -0.7 0.7 0.8 -0.70
O 6.071 5.563 -1.034 0.3 -0.4 -1.1 -0.28
C 6.203 4.817 0.168 -0.5 0.6 1.4 -0.65
O 5.981 5.978 -3.512 -1.5 -1.8 1.4 -0.35
C 7.158 6.675 -3.858 0.4 0.8 0.2 -0.67
H 5.115 2.266 -3.173 -0.3 0.1 -0.3 0.36
H 3.359 2.436 -2.659 0.2 0.2 -0.1 0.23
H 4.705 2.210 -1.501 -0.2 0.1 0.1 0.25
H 5.386 5.194 0.782 0.2 0.0 0.4 0.26
H 7.159 5.068 0.625 -0.1 -0.1 0.0 0.27
H 6.077 3.734 0.169 0.2 0.0 -0.9 0.29
H 7.202 6.840 -4.934 -0.1 -0.4 0.0 0.24
H 8.071 6.185 -3.520 -0.1 -0.1 0.0 0.32
H 7.075 7.663 -3.405 0.3 0.0 0.1 0.27
C -9.059 -0.952 -8.188 0.8 0.1 -0.3 -0.61
O -10.149 -0.809 -7.297 0.0 0.1 2.4 -0.28
P -9.869 -0.873 -5.680 1.1 -1.2 -0.1 0.94
O -9.735 -2.236 -5.090 -0.6 2.1 -0.8 -0.69
O -8.523 0.003 -5.487 -0.5 -0.7 -2.4 -0.22
C -8.108 0.468 -4.244 -1.3 0.4 1.1 -0.70
O -10.968 0.075 -5.044 -0.2 -0.5 -0.5 -0.32
C -11.236 1.375 -5.578 -0.3 0.7 0.1 -0.61
H -8.593 0.027 -8.303 -0.1 0.0 -0.4 0.25
H -9.433 -1.372 -9.122 0.0 0.3 0.1 0.25
H -8.269 -1.609 -7.825 -0.2 -0.2 0.2 0.32
H -9.002 0.861 -3.761 0.0 0.1 0.5 0.29
H -7.476 1.346 -4.380 0.6 -0.6 0.0 0.26
H -7.781 -0.367 -3.624 0.7 0.3 0.0 0.29
H -10.956 2.134 -4.848 0.2 -0.2 0.1 0.28
H -12.309 1.490 -5.728 0.0 -0.3 -0.1 0.25
H -10.722 1.609 -6.511 0.1 -0.4 0.0 0.30
C -7.062 4.624 3.205 -1.0 0.1 -1.4 -0.51
C -5.777 5.229 2.648 1.0 -0.1 0.8 -0.47
C -6.253 6.335 1.692 0.1 -1.1 1.0 -0.37
O -7.461 6.777 2.265 -0.7 0.6 -0.2 -0.40
C -8.128 5.746 2.999 1.7 0.0 0.5 -0.37
H -7.065 4.243 4.226 0.3 0.0 -0.2 0.33
H -7.362 3.843 2.506 0.0 -0.5 0.3 0.23
H -5.124 4.498 2.169 -0.3 -0.2 -0.3 0.28
H -5.143 5.548 3.475 -0.1 0.7 0.0 0.22
H -6.412 5.856 0.726 -0.1 0.2 -0.4 0.27
H -5.572 7.181 1.600 -0.1 -0.1 0.0 0.27
H -9.001 5.371 2.463 -0.1 0.2 0.1 0.25
H -8.341 6.171 3.980 -0.7 0.1 -0.2 0.28
C -0.763 7.385 -5.625 -0.3 0.8 -1.0 -0.59
C -0.327 6.260 -4.716 0.0 -0.2 -0.1 -0.26
C -0.889 5.068 -5.434 -1.3 -0.8 0.4 -0.46
O -2.185 5.530 -5.872 0.7 -1.0 -0.4 -0.39
C -2.089 6.901 -6.257 0.3 -0.6 1.1 -0.39
H -0.042 7.507 -6.434 0.2 0.2 0.1 0.28
H -0.929 8.357 -5.162 0.3 -0.1 0.2 0.31
H -0.883 6.294 -3.779 0.5 0.3 0.3 0.19
H 0.756 6.183 -4.621 -0.1 0.2 0.4 0.28
H -1.099 4.231 -4.769 -0.1 0.1 0.3 0.26
H -0.253 4.597 -6.183 0.0 0.6 -0.7 0.26
H -2.948 7.353 -5.762 -0.1 0.4 -0.5 0.27
H -2.114 6.974 -7.344 -0.1 0.3 0.0 0.25
C 2.333 -1.608 1.720 -0.1 0.2 -1.6 -0.78
O 1.576 -1.079 0.587 0.5 -0.7 0.1 -0.24
C 0.569 -1.994 0.107 -0.1 0.8 2.0 -0.66
C -0.486 -1.285 -0.690 -0.2 0.6 0.4 -0.43
O -1.299 -0.454 0.164 1.2 -0.4 -0.2 -0.17
C -2.310 0.263 -0.523 0.7 -0.6 0.6 -0.73
H 1.752 -1.613 2.642 -0.1 0.0 0.0 0.30
H 3.254 -1.032 1.816 -0.4 0.5 0.1 0.25
H 2.721 -2.596 1.470 -0.4 -0.4 0.1 0.31
H 0.104 -2.339 1.030 -0.5 -0.5 0.0 0.31
H 0.925 -2.882 -0.416 0.5 0.2 -0.3 0.35
H -1.095 -2.054 -1.166 -0.3 -0.1 -0.1 0.36
H 0.001 -0.712 -1.480 -0.1 0.3 -0.1 0.32
H -2.949 -0.519 -0.933 -0.6 0.6 -0.4 0.33
H -1.884 0.939 -1.265 0.0 -0.1 -0.4 0.26
H -2.788 0.892 0.227 -0.3 -0.3 -0.1 0.19
C 1.518 0.745 9.131 0.4 -0.3 -0.7 -0.64
O 2.664 0.073 8.540 -0.3 0.5 0.4 -0.32
C 2.521 -1.347 8.628 0.4 0.2 0.0 -0.36
C 3.780 -2.162 8.317 0.7 0.3 0.2 -0.63
O 4.154 -2.102 6.966 0.0 -0.9 -1.0 -0.26
C 5.206 -3.011 6.571 0.2 1.6 -0.3 -0.78
H 0.628 0.515 8.545 -0.2 -0.3 0.2 0.20
H 1.586 1.833 9.106 0.8 -0.1 -0.4 0.29
H 1.371 0.524 10.188 0.1 -0.6 0.0 0.32
H 1.743 -1.686 7.944 -0.3 0.0 0.0 0.25
H 2.257 -1.545 9.666 -0.2 -0.5 0.1 0.35
H 3.654 -3.209 8.593 -0.6 -0.2 0.2 0.38
H 4.635 -1.847 8.915 0.1 0.5 0.4 0.35
H 5.126 -4.075 6.792 -0.6 0.1 0.4 0.31
H 6.154 -2.620 6.940 0.2 -0.2 0.5 0.32
H 5.332 -2.891 5.495 -0.5 -0.1 -0.1 0.24
C 7.280 -5.701 -2.898 -0.3 0.1 0.1 -0.60
O 6.623 -4.488 -2.537 -0.4 0.5 -0.5 -0.37
C 5.325 -4.324 -3.105 0.6 -0.3 -1.4 -0.52
C 5.251 -4.264 -4.675 -0.5 -2.0 -0.5 -0.39
O 5.416 -5.582 -5.322 0.2 0.5 0.3 -0.33
C 5.128 -5.610 -6.724 -0.3 0.0 0.5 -0.70
H 7.483 -5.775 -3.967 0.1 0.2 0.0 0.24
H 6.659 -6.561 -2.646 -0.1 -0.2 0.2 0.29
H 8.209 -5.742 -2.331 -0.1 0.1 0.0 0.24
H 4.862 -3.381 -2.816 0.6 0.3 0.4 0.31
H 4.669 -5.081 -2.675 -0.2 -0.4 -0.5 0.34
H 5.946 -3.595 -5.181 0.3 0.3 0.5 0.34
H 4.241 -3.968 -4.959 -0.2 0.4 0.3 0.35
H 4.069 -5.761 -6.936 -0.4 0.2 0.3 0.24
H 5.599 -6.477 -7.186 0.4 0.1 0.3 0.25
H 5.415 -4.694 -7.241 0.3 0.1 0.0 0.31
```
Forces are in eV/Å.

What is the gap between HOMO and LUMO in the first record? 8.406 eV

Among the records above, which one has the lowest M? C37H96N8O8